Below is C33H34N5S2SeTa as an isolated structure at a distorted geometry, with properties calculated with ωB97M-V with the def2-TZVPD basis set.

As for the energy above the lowest of the compared OMol25 structures with the same formula, charge and spin: 0.759 eV. The total charge is +2. For the LUMO energy, the calculation gives -0.2303 Ha. Its HOMO energy is -13.349 eV. Its gap between HOMO and LUMO is 0.2603 Ha.

XYZ file:
```
76
Properties=species:S:1:pos:R:3:forces:R:3:mulliken_charge:R:1
Ta 1.43913 -1.16227 0.80197 -1.641 0.738 0.501 0.517
S 2.27471 -5.76387 0.73013 -0.200 0.803 0.010 -0.219
C 0.87910 -5.51963 -0.21868 0.020 0.160 0.065 -0.561
C 0.48212 -4.21198 -0.25612 -0.273 -0.386 -0.236 -0.646
C 1.31612 -3.34744 0.48192 0.625 0.912 0.434 -0.460
C 2.33967 -4.06108 1.07907 -0.393 -0.621 -0.429 0.422
C 3.34917 -3.46131 1.91023 0.750 -0.221 0.483 1.778
C 4.35088 -4.19796 2.55274 -0.336 0.321 -0.190 -1.048
C 5.28457 -3.54398 3.32862 -0.138 0.239 -0.065 -0.434
C 5.20295 -2.15981 3.45549 -0.122 -0.091 -0.107 -0.964
C 4.18926 -1.49415 2.79701 0.340 0.427 0.287 -0.081
N 3.28449 -2.11868 2.04217 -1.147 0.311 -0.892 -0.102
H 0.41731 -6.35713 -0.70337 -0.128 -0.188 -0.105 0.506
H -0.39357 -3.88684 -0.79507 -0.116 -0.050 -0.113 0.392
H 4.37426 -5.26867 2.43017 0.042 -0.113 0.017 0.415
H 6.06451 -4.09663 3.82780 0.082 -0.053 0.058 0.471
H 5.91215 -1.61148 4.05051 0.064 0.113 0.069 0.443
H 4.09321 -0.41556 2.86869 0.007 -0.089 0.046 0.466
C 2.76445 3.31425 -1.62269 0.736 0.018 -0.334 -1.109
N 1.54503 3.12443 -0.88252 -0.277 -0.528 0.709 0.360
C 1.44926 2.33029 0.19506 -0.655 -0.096 0.123 -0.510
Se 2.80565 1.22046 0.78577 0.816 -0.659 0.178 -0.226
N 0.21698 2.45520 0.73128 0.403 0.293 -0.117 0.479
C -0.50772 3.35788 -0.02237 0.125 0.573 -0.522 0.660
C -1.78607 3.87631 0.11691 -0.015 0.025 -0.036 -0.759
C -2.21371 4.76222 -0.85382 -0.034 -0.125 0.130 -0.666
C -1.41297 5.09254 -1.94632 0.104 -0.016 -0.136 -0.822
C -0.12445 4.61285 -2.07419 0.070 0.015 0.035 -0.767
C 0.33437 3.76248 -1.07625 -0.820 0.137 0.399 0.926
H 3.52676 3.72597 -0.95699 -0.056 0.013 -0.170 0.400
H 2.59020 4.00912 -2.43968 -0.035 -0.025 0.036 0.335
H 3.12982 2.36011 -2.01170 -0.103 0.128 0.004 0.415
H -0.09696 1.99620 1.57760 0.169 -0.102 -0.092 -0.140
H -2.41705 3.61353 0.94817 -0.112 -0.082 0.163 0.522
H -3.18830 5.21466 -0.77224 -0.161 -0.025 0.034 0.456
H -1.81515 5.73499 -2.71414 0.029 0.134 -0.022 0.438
H 0.48255 4.89738 -2.91770 0.138 0.041 -0.074 0.441
N 0.47283 -0.61272 -1.23816 0.725 -0.516 1.607 -0.730
S -0.49191 0.64781 -1.60719 -0.648 -0.763 -0.707 1.199
C -0.74935 0.57610 -3.39304 0.158 0.138 0.412 0.226
C -1.73203 -0.21595 -3.96628 -0.094 -0.119 0.003 -0.163
C -1.90955 -0.17331 -5.33991 0.016 -0.033 0.019 -0.807
C -1.10347 0.63577 -6.12654 0.104 -0.041 0.045 -0.535
C -0.10706 1.40366 -5.54538 0.001 0.066 0.043 -0.836
C 0.05964 1.39077 -4.17162 0.052 0.021 0.114 -0.265
C -2.17022 0.24649 -1.05562 0.420 0.084 0.182 0.435
C -3.20424 1.09204 -1.43089 -0.003 0.043 0.042 -0.233
C -4.48328 0.82033 -0.97320 0.084 0.046 -0.047 -0.919
C -4.70777 -0.25969 -0.13079 0.035 -0.039 0.033 -0.665
C -3.65894 -1.07968 0.25071 -0.056 0.031 -0.007 -0.801
C -2.37633 -0.83047 -0.21194 0.179 -0.060 -0.103 -0.112
H 0.29798 -1.41742 -1.83593 -0.013 -0.020 -0.038 0.345
H -2.37041 -0.83880 -3.35834 -0.055 -0.056 0.042 0.484
H -2.68276 -0.76874 -5.79990 -0.065 -0.078 0.000 0.442
H -1.24335 0.66397 -7.19555 -0.046 -0.007 -0.104 0.438
H 0.52817 2.02645 -6.15511 0.042 0.069 -0.068 0.447
H 0.80311 2.01654 -3.70415 0.165 0.087 0.056 0.306
H -3.01556 1.93891 -2.07656 -0.029 0.048 -0.075 0.585
H -5.30531 1.44706 -1.28057 -0.078 0.093 -0.006 0.480
H -5.70194 -0.46256 0.23348 -0.133 -0.012 0.010 0.446
H -3.83674 -1.91389 0.91057 -0.034 -0.114 0.055 0.447
H -1.55084 -1.46712 0.08419 -0.081 0.038 -0.019 0.422
C -1.51732 0.36901 3.36602 0.337 -0.302 -0.224 -1.648
C -0.51271 -0.79328 3.25652 -0.707 -0.159 1.359 1.829
C 0.49643 -0.72713 4.41873 -0.231 -0.011 -0.262 -1.654
C -1.25039 -2.14342 3.30698 0.233 0.288 -0.029 -1.422
N 0.23338 -0.74204 2.06137 2.241 -0.751 -2.721 -0.465
H -2.23528 0.15930 4.15197 -0.076 0.026 0.126 0.485
H -2.06215 0.49127 2.43230 -0.124 0.020 -0.122 0.284
H -1.00377 1.29230 3.62407 0.064 0.213 0.003 0.413
H -0.02832 -0.74511 5.36733 -0.059 -0.009 0.192 0.445
H 1.08273 0.18661 4.35804 0.079 0.109 0.015 0.348
H 1.16476 -1.58410 4.36543 0.080 -0.069 0.063 0.369
H -1.75638 -2.25672 4.25935 -0.105 -0.019 0.147 0.483
H -0.53025 -2.95051 3.19175 0.003 -0.118 -0.027 0.382
H -1.98414 -2.20415 2.51043 -0.141 -0.054 -0.147 0.185
```
Forces are in eV/Å.


Below is a 2-piece molecular cluster, C15H29BrO5P overall at a distorted geometry, with properties calculated with ωB97M-V with the def2-TZVPD basis set.

As for the energy above the lowest of the compared OMol25 structures with the same formula, charge and spin: 5.349 eV. The total charge is -1. For the LUMO energy, the calculation gives 0.0869 Ha. Its HOMO energy is -3.960 eV. Its gap between HOMO and LUMO is 0.2324 Ha.

XYZ file:
```
51
Properties=species:S:1:pos:R:3:forces:R:3:mulliken_charge:R:1
C 3.98231 -2.00935 3.03658 -4.190 -1.669 -1.145 -0.595
C 2.62073 -2.42418 2.58102 3.597 0.962 0.124 -0.136
C 2.18936 -2.33630 0.98511 0.824 -3.250 2.731 -0.654
P 1.87473 -0.52746 0.38575 -0.634 -1.783 -0.169 0.676
C -0.00349 -0.99513 0.60474 -2.390 1.376 -0.686 -0.380
O -0.33943 -1.28222 2.02460 -1.734 0.259 -0.962 -0.201
C -1.74687 -0.97343 2.32026 -0.791 0.132 -0.395 -0.115
C -2.83614 -1.72568 1.33783 0.310 -0.410 0.769 -0.706
C 1.43792 1.06315 -0.57533 -0.028 2.162 -0.764 -0.795
C 1.33568 2.42331 0.33356 1.768 1.087 -2.580 -0.039
C 2.81625 3.04820 0.77430 -0.897 0.862 0.564 -0.897
Br 0.15033 2.29055 1.93848 0.597 0.134 -0.779 -0.176
O 1.78035 -1.30856 -1.20659 2.874 -0.704 -2.218 -0.515
C 3.06893 -1.39122 -1.96393 -0.631 2.975 -0.063 -0.463
C 4.26629 -0.77649 -0.97838 -0.984 -2.686 0.945 -0.458
O 3.63096 -0.29066 0.26401 1.081 0.062 -3.072 -0.547
H 4.82828 -1.97041 2.22356 -1.789 0.515 1.931 0.146
H 4.11914 -1.79690 4.18074 0.155 -0.711 -2.429 0.212
H 1.83432 -2.81646 3.35632 1.473 1.373 -1.463 0.243
H 3.03888 -2.89042 0.38911 -1.432 1.194 1.007 0.495
H 1.22524 -3.03140 0.88287 2.063 1.559 0.103 0.219
H 2.05946 0.05696 1.68934 -0.474 -0.050 -0.411 0.150
H -0.32498 -1.87028 -0.13066 0.728 1.547 1.661 0.162
H -0.69969 -0.07418 0.30097 1.357 -1.773 0.556 -0.182
H -1.98801 -1.34572 3.42825 0.798 0.934 -2.337 0.273
H -1.94583 0.19397 2.19440 0.513 -2.357 0.466 0.050
H -2.90276 -1.25957 0.26624 0.159 -0.896 2.229 0.039
H -3.88925 -1.65678 1.89530 2.172 -0.171 -1.363 0.321
H -2.50004 -2.85918 1.27290 -0.853 2.237 0.030 0.275
H 0.44501 0.99678 -1.21389 1.934 -0.076 1.429 0.224
H 2.30870 1.22689 -1.37333 -1.731 0.002 1.730 0.286
H 0.85502 3.25774 -0.37241 0.803 -1.716 1.827 0.387
H 3.44030 3.42580 -0.16469 -1.369 -1.218 1.838 0.270
H 2.55210 4.04307 1.37905 0.697 -2.146 -1.107 0.319
H 3.43276 2.32655 1.46791 -1.268 1.346 -1.610 0.199
H 3.01080 -0.56607 -2.81861 -0.153 -1.771 1.251 0.213
H 3.32977 -2.40239 -2.50285 -0.709 1.634 1.542 0.229
H 4.99733 -0.06596 -1.55752 -1.554 -0.975 1.345 0.232
H 4.81656 -1.76503 -0.66634 -0.267 1.957 -0.501 0.245
O -3.06933 1.37325 -0.10020 -1.617 -0.518 -1.678 -0.464
C -3.82143 1.30753 -1.05843 1.911 0.129 1.955 0.491
O -4.41175 0.15686 -1.49622 0.215 0.276 0.399 -0.303
C -5.13362 0.42826 -2.69665 -0.283 -0.432 -0.402 -0.466
C -5.40210 1.91024 -2.67290 -0.616 0.550 -0.452 -0.485
C -4.19553 2.45294 -1.94965 -0.410 0.383 -0.133 -0.470
H -4.51568 0.13136 -3.55056 -0.029 0.008 0.060 0.269
H -6.05961 -0.15398 -2.70973 0.272 -0.088 0.118 0.297
H -5.54429 2.33799 -3.66888 -0.027 -0.128 0.091 0.317
H -6.30519 2.11430 -2.08486 0.106 -0.053 -0.119 0.265
H -3.36829 2.65760 -2.63492 0.027 0.050 0.183 0.264
H -4.44418 3.34205 -1.36565 0.422 -0.126 -0.042 0.279
```
Forces are in eV/Å.


Q: gap between HOMO and LUMO of number 2 (C15H29BrO5P)?
A: 0.2324 Ha